(1)
A cluster of 2 separate species, C2H5NSi in total. Source: the Open Molecules 2025 dataset; level of theory: ωB97M-V/def2-TZVPD.

Computed properties:
LUMO (spin up / spin down)	0.855 / -3.470	eV
energy relative to the best compared isomer or geometry (same formula, charge and spin)	316.6	kJ/mol
frontier orbital gap (spin up / spin down)	10.033 / 6.554	eV
E_tot	-11514.211	eV
spin multiplicity	3
molecular weight	71.155	u

Each line ends with the Löwdin spin population.
Cartesian coordinates (Å):
C  -1.352  -1.007  -2.406  0.118
C  -0.522  -0.710  -1.591  0.632
N  0.840  -0.374  0.113  1.007
Si  0.344  0.432  1.527  0.127
H  -1.932  -0.941  -3.340  -0.001
H  1.331  0.153  -0.589  0.020
H  -0.379  -0.259  2.592  -0.006
H  -0.137  1.877  1.559  0.049
H  1.805  0.828  2.135  0.054

Forces on the atoms, in the same order (eV/Å):
-1.616 0.110 -2.619
0.939 -0.227 1.034
-1.114 0.145 -0.580
2.703 2.024 2.595
0.376 -0.326 1.161
0.596 0.163 -0.046
-0.229 -0.500 -0.366
-0.195 -0.745 -0.855
-1.461 -0.643 -0.325


(2)
A cluster of 2 separate species, C2H5O in total. Source: the Open Molecules 2025 dataset; level of theory: ωB97M-V/def2-TZVPD.

Computed properties:
LUMO	4.499	eV
energy relative to the best compared isomer or geometry (same formula, charge and spin)	130.9	kJ/mol
net charge	-1
frontier orbital gap	6.629	eV
E_tot	-4200.439	eV
molecular weight	45.061	u

Each line ends with the Löwdin charge.
Cartesian coordinates (Å):
O  0.738  -1.940  0.618  -0.640
H  1.690  -1.985  0.461  -0.215
C  -0.561  0.616  0.134  -0.094
C  -0.386  1.528  -0.831  -0.131
H  -0.441  0.911  1.170  0.043
H  -0.659  -0.428  -0.101  0.002
H  -0.565  2.595  -0.683  0.010
H  0.109  1.322  -1.776  0.025

Forces on the atoms, in the same order (eV/Å):
0.108 -0.056 0.001
-0.105 -0.045 0.014
0.259 0.541 -0.802
0.254 0.535 0.230
-1.103 -0.004 0.181
0.906 -0.439 0.315
0.692 -0.009 0.477
-1.011 -0.522 -0.416


(3)
A cluster of 2 separate species, C2H5O in total. Source: the Open Molecules 2025 dataset; level of theory: ωB97M-V/def2-TZVPD.

Computed properties:
LUMO	4.287	eV
energy relative to the best compared isomer or geometry (same formula, charge and spin)	45.2	kJ/mol
net charge	-1
frontier orbital gap	6.170	eV
E_tot	-4201.327	eV
molecular weight	45.061	u

Each line ends with the Löwdin charge.
Cartesian coordinates (Å):
C  1.728  -0.204  -0.199  -0.616
O  0.713  -0.224  0.554  -0.236
C  2.747  0.718  -0.293  -0.151
H  -6.372  -0.659  0.952  0.003
H  2.787  1.616  0.315  -0.017
H  -7.018  -0.682  0.570  -0.003
H  1.877  -1.071  -0.891  0.055
H  3.539  0.506  -1.008  -0.035

Forces on the atoms, in the same order (eV/Å):
0.214 0.196 0.292
-0.114 -0.036 -0.064
-0.026 -0.265 -0.230
-0.293 -0.010 -0.183
-0.018 -0.004 0.005
0.295 0.010 0.182
-0.104 -0.065 -0.066
0.046 0.174 0.065


(4)
A cluster of 2 separate species, C2H5O2 in total. Source: the Open Molecules 2025 dataset; level of theory: ωB97M-V/def2-TZVPD.

Computed properties:
LUMO	4.533	eV
energy relative to the best compared isomer or geometry (same formula, charge and spin)	176.9	kJ/mol
net charge	-1
frontier orbital gap	6.654	eV
E_tot	-6249.306	eV
molecular weight	61.060	u

Each line ends with the Löwdin charge.
Cartesian coordinates (Å):
O  1.031  0.122  2.906  -0.137
H  0.987  -0.122  1.904  0.049
O  0.628  0.469  -0.081  -0.259
C  0.171  -0.348  -0.974  -0.490
C  -1.032  0.033  -1.789  -0.144
H  0.420  -1.388  -0.986  0.035
H  -1.455  0.994  -1.404  -0.011
H  -1.226  -0.616  -2.692  -0.034
H  0.474  0.857  3.117  -0.010

Forces on the atoms, in the same order (eV/Å):
0.886 -1.759 -1.537
-0.375 1.443 1.792
0.268 -1.723 -0.438
-4.565 3.814 -0.569
3.645 -1.592 1.814
0.987 -1.000 -0.291
0.081 -0.820 -1.239
-0.380 1.124 1.085
-0.546 0.513 -0.617


(5)
A cluster of 2 separate species, C2H5O2P2 in total. Source: the Open Molecules 2025 dataset; level of theory: ωB97M-V/def2-TZVPD.

Computed properties:
LUMO (spin up / spin down)	4.198 / 1.719	eV
energy relative to the best compared isomer or geometry (same formula, charge and spin)	0.0	kJ/mol
net charge	-1
frontier orbital gap (spin up / spin down)	5.832 / 5.509	eV
E_tot	-24824.138	eV
spin multiplicity	3
molecular weight	123.008	u

Each line ends with the Löwdin spin population.
Cartesian coordinates (Å):
C  1.625  -0.656  0.343  0.122
C  0.716  0.209  0.766  0.079
O  -0.141  1.990  -1.367  0.458
O  -1.882  0.662  1.361  0.119
P  -1.704  -1.396  -0.828  0.789
P  -1.029  0.214  0.268  0.356
H  2.601  -0.360  0.172  0.010
H  1.391  -1.697  0.318  0.014
H  0.861  1.249  0.792  -0.001
H  0.367  1.328  -1.973  -0.007
H  -2.805  -1.543  0.149  0.060

Forces on the atoms, in the same order (eV/Å):
-0.826 -0.564 0.875
-1.828 -0.801 -1.302
0.957 -1.839 -1.459
-2.272 0.787 2.073
-1.409 -2.107 -0.276
3.089 1.876 -0.435
2.047 0.397 -0.232
-0.108 -0.658 -0.481
0.988 1.371 0.467
-1.304 1.634 1.575
0.665 -0.096 -0.806


(6)
A cluster of 2 separate species, C2H5O2S2 in total. Source: the Open Molecules 2025 dataset; level of theory: ωB97M-V/def2-TZVPD.

Computed properties:
LUMO	2.947	eV
energy relative to the best compared isomer or geometry (same formula, charge and spin)	86.8	kJ/mol
net charge	-1
frontier orbital gap	6.865	eV
E_tot	-27921.731	eV
molecular weight	125.194	u

Each line ends with the Löwdin charge.
Cartesian coordinates (Å):
C  0.797  -0.734  0.735  -0.431
S  2.118  -0.989  -0.552  0.270
S  1.461  -0.449  -2.363  0.234
H  0.946  0.204  1.250  0.024
H  -0.127  -0.873  0.187  0.006
H  0.912  -1.518  1.485  0.024
H  0.691  -1.532  -2.626  -0.196
O  -2.171  0.356  0.754  -0.153
C  -1.704  1.486  0.515  -0.729
O  -2.046  2.613  0.894  -0.132
H  -0.877  1.435  -0.279  0.083

Forces on the atoms, in the same order (eV/Å):
0.708 -0.400 -0.874
0.717 -0.524 1.509
-0.810 0.106 -0.430
-0.424 0.371 -0.329
-0.426 0.513 0.530
0.103 -0.255 -0.276
0.148 0.189 -0.108
-0.214 -0.407 0.526
0.147 -0.258 -1.273
0.035 0.302 0.361
0.017 0.362 0.365


(7)
A cluster of 2 separate species, C2H5O3 in total. Source: the Open Molecules 2025 dataset; level of theory: ωB97M-V/def2-TZVPD.

Computed properties:
LUMO	4.354	eV
energy relative to the best compared isomer or geometry (same formula, charge and spin)	183.5	kJ/mol
net charge	-1
frontier orbital gap	8.556	eV
E_tot	-8297.776	eV
molecular weight	77.059	u

Each line ends with the Löwdin charge.
Cartesian coordinates (Å):
C  1.815  0.912  -0.729  -0.205
O  0.986  -0.220  -0.940  -0.140
H  1.153  1.738  -0.462  0.050
H  2.574  1.058  0.074  0.054
H  2.386  1.025  -1.759  0.094
O  -1.523  0.644  0.046  -0.138
C  -1.354  -0.331  0.841  -0.582
O  -0.385  -1.184  0.887  -0.180
H  -2.195  -0.547  1.732  0.108
H  0.689  -0.681  -0.202  -0.062

Forces on the atoms, in the same order (eV/Å):
-0.007 0.165 -1.765
3.352 1.812 -3.411
-0.120 0.533 -0.756
-0.089 -1.475 -0.112
-1.128 0.389 2.064
-0.084 -1.931 2.020
0.016 -0.016 0.070
-1.894 1.115 0.491
1.394 0.609 -1.776
-1.440 -1.201 3.175


(8)
The ion C2H5O3PS2 with charge -2. Source: the Open Molecules 2025 dataset; level of theory: ωB97M-V/def2-TZVPD.

Computed properties:
LUMO	5.348	eV
energy relative to the best compared isomer or geometry (same formula, charge and spin)	120.1	kJ/mol
net charge	-2
SMILES	O=[P@]([O-])(O)C[C@@H]([S-])S
frontier orbital gap	5.345	eV
E_tot	-39258.701	eV
molecular weight	172.167	u

Each line ends with the Löwdin charge.
Cartesian coordinates (Å):
C  0.079  -0.723  -0.762  -0.269
C  -1.065  0.047  0.327  -1.067
O  1.661  1.517  -0.426  -0.234
O  1.779  -0.329  1.424  -0.415
O  2.874  -0.637  -0.878  -0.450
P  1.714  -0.121  -0.064  0.217
S  -1.375  1.882  0.039  0.076
S  -2.675  -0.984  0.162  0.449
H  0.006  -0.540  -1.830  0.054
H  -0.103  -1.738  -0.563  0.005
H  -0.834  -0.112  1.390  -0.003
H  1.150  1.854  0.222  -0.119
H  -3.212  -0.117  0.960  -0.244

Forces on the atoms, in the same order (eV/Å):
-0.705 2.859 3.236
0.396 0.190 -2.494
3.009 -3.268 -2.862
-0.628 0.204 -0.209
-0.561 -0.187 -0.200
1.395 0.029 -0.904
-0.137 -1.526 0.387
1.102 -0.263 -0.655
-0.459 0.573 0.153
0.222 -1.582 0.268
0.615 -0.136 -0.780
-3.237 2.402 3.321
-1.011 0.705 0.740